# 1
13
Properties=species:S:1:pos:R:3:forces:R:3:lowdin_charge:R:1 method="wB97M-V/def2-TZVPD" smiles=NOn1cccc1 lumo_ev=0.9 total_charge=0
N 1.5529 1.9580 -0.2835 -0.85 0.27 2.31 0.016
O 1.7357 0.5714 -0.4654 -0.10 -0.10 0.06 -0.128
N 0.5846 -0.1443 -0.1436 -0.81 0.27 -0.57 -0.152
C -0.1478 0.0381 0.9932 1.97 -0.59 1.16 -0.110
C -1.1590 -0.8884 0.9273 -3.80 1.08 1.25 -0.117
C -1.2602 -1.3657 -0.4024 2.25 -0.38 0.06 -0.094
C -0.0898 -0.9537 -1.0030 -0.44 0.62 0.37 -0.082
H 1.2367 2.0545 0.7970 0.60 0.22 -3.66 0.128
H 0.8398 2.2786 -0.9808 0.40 -0.39 1.23 0.103
H 0.3793 0.5969 1.7939 -1.08 -0.60 -0.34 0.122
H -2.0580 -0.9390 1.6392 1.87 -0.06 -0.84 0.122
H -1.8527 -2.1080 -0.8918 -0.68 -0.10 0.30 0.090
H 0.2384 -1.0984 -1.9801 0.66 -0.24 -1.32 0.101

# 2
13
Properties=species:S:1:pos:R:3:forces:R:3:lowdin_charge:R:1 method="wB97M-V/def2-TZVPD" lumo_ev=0.9 total_charge=0
H 2.2193 1.3087 -0.3836 1.67 -3.55 1.40 0.115
N 2.6475 0.2806 0.0257 -1.98 2.99 -0.92 0.041
C 1.6499 -0.5109 0.1746 0.07 0.28 -0.87 -0.276
N 0.3402 -0.1843 -0.1982 0.19 0.90 0.45 -0.101
C -0.2908 1.0865 0.0018 3.51 -0.53 -1.15 -0.102
C -1.5664 1.0158 0.0067 -4.61 0.81 2.59 -0.083
C -1.9155 -0.4412 0.0963 -0.96 -2.12 -1.78 -0.150
O -0.6615 -1.1883 -0.1362 -0.14 1.13 0.49 -0.085
H 1.8320 -1.5689 0.4432 -0.38 0.64 0.00 0.129
H 0.2886 1.9853 -0.0301 0.42 0.10 0.20 0.109
H -2.3031 1.8705 0.3593 1.73 -1.97 -1.22 0.158
H -2.5531 -0.7836 -0.7757 0.34 0.48 0.96 0.126
H -2.3684 -0.8805 1.0067 0.13 0.84 -0.13 0.119

# 3
13
Properties=species:S:1:pos:R:3:forces:R:3:lowdin_charge:R:1 method="wB97M-V/def2-TZVPD" smiles=Cc1c[nH]c(O)n1 lumo_ev=0.6 total_charge=0
C -0.5567 1.7328 1.1914 -0.02 0.00 0.01 -0.053
C -0.1548 0.5621 0.3336 0.04 0.12 0.02 -0.341
C 0.9691 0.4192 -0.4433 -0.18 0.13 0.25 -0.052
N 0.8495 -0.8520 -0.9886 -0.26 -0.38 -0.16 0.095
C -0.3146 -1.3588 -0.5529 0.12 0.07 -0.07 -0.482
O -0.6266 -2.5598 -1.1386 -0.46 -0.26 0.78 0.060
N -0.9656 -0.5677 0.2499 0.10 -0.25 -0.17 0.163
H -0.6641 1.4458 2.2436 0.07 -0.09 -0.19 0.073
H -1.5265 2.1417 0.8860 0.15 -0.16 -0.07 0.074
H 0.1706 2.5510 1.1474 -0.03 -0.24 -0.10 0.071
H 1.7969 1.1043 -0.5874 -0.16 -0.38 -0.11 0.111
H 1.2367 -1.4614 -1.6959 0.99 1.04 -0.11 0.160
H -0.2452 -3.2959 -0.6288 -0.34 0.40 -0.09 0.119

# 4
13
Properties=species:S:1:pos:R:3:forces:R:3:lowdin_charge:R:1 method="wB97M-V/def2-TZVPD" smiles="[H]/N=C/N1C=C1OC" lumo_ev=1.0 total_charge=0
H -1.2057 -0.2575 -3.1632 0.01 0.01 0.09 0.043
N -0.7496 -0.0812 -2.2691 0.16 -0.37 -0.02 0.113
C -0.1018 -1.1023 -1.8897 -0.12 0.16 -0.10 -0.302
N 0.6972 -1.0784 -0.7237 0.07 0.13 -0.19 0.012
C -0.0445 -1.3010 0.6318 -0.04 0.10 0.17 0.095
C 0.2903 -0.1175 0.2515 -0.05 -0.07 0.08 -0.407
O 0.4551 1.1710 0.3984 0.07 -0.30 -0.15 -0.009
C 0.2350 1.6280 1.7343 -0.04 0.11 0.27 -0.038
H -0.0282 -2.0520 -2.4320 -0.06 0.14 0.06 0.111
H -0.1282 -2.1269 1.3139 0.02 0.14 -0.10 0.088
H -0.7433 1.2990 2.0985 0.11 0.05 -0.08 0.100
H 0.2736 2.7160 1.6911 -0.01 -0.16 0.03 0.095
H 1.0253 1.2456 2.3877 -0.12 0.06 -0.06 0.099

# 5
13
Properties=species:S:1:pos:R:3:forces:R:3:lowdin_charge:R:1 method="wB97M-V/def2-TZVPD" smiles=Nc1[nH]ccc1O lumo_ev=0.9 total_charge=0
N 0.6431 -1.3205 -1.5311 -0.16 -0.11 0.11 0.093
C 0.2912 -0.3368 -0.5815 -0.01 0.00 0.24 -0.328
N 1.2492 0.5402 -0.1357 -0.02 -0.03 -0.03 0.057
C 0.7479 1.2949 0.8886 -0.03 0.06 0.07 -0.140
C -0.5553 0.9144 1.1005 0.02 0.00 0.05 -0.043
C -0.8413 -0.1162 0.1605 0.33 0.06 -0.11 -0.297
O -1.9965 -0.8382 -0.0126 -0.08 0.04 0.20 0.036
H -0.1964 -1.7906 -1.8537 0.09 0.10 -0.09 0.080
H 1.2110 -2.0258 -1.0651 -0.06 0.00 -0.20 0.085
H 2.1280 0.6764 -0.6085 -0.11 -0.03 0.15 0.152
H 1.3642 2.0126 1.4068 -0.12 0.01 -0.10 0.104
H -1.2087 1.2853 1.8809 0.08 0.00 -0.18 0.099
H -2.6672 -0.4789 0.5781 0.05 -0.09 -0.10 0.100

# 6
13
Properties=species:S:1:pos:R:3:forces:R:3:lowdin_charge:R:1 method="wB97M-V/def2-TZVPD" smiles=Cc1ncc(O)[nH]1 lumo_ev=0.7 total_charge=0
C -2.0886 -0.2077 -0.7143 0.07 0.09 0.14 -0.030
C -0.6772 -0.0413 -0.2760 0.03 0.32 0.31 -0.409
N -0.4854 1.0109 0.4780 0.19 -0.04 0.07 0.060
C 0.8179 0.9996 0.8788 0.44 0.01 0.08 -0.104
C 1.4323 -0.0867 0.3354 -0.15 0.10 0.02 -0.374
O 2.6946 -0.5677 0.3910 0.18 0.02 0.07 0.072
N 0.4878 -0.7571 -0.4056 0.03 0.04 0.11 0.171
H -2.2693 -0.2875 -1.7966 0.12 0.30 0.35 0.073
H -2.3419 0.7693 -0.2385 -1.24 -0.83 -0.99 0.085
H -2.6166 -1.0341 -0.2205 0.18 0.17 -0.03 0.073
H 1.1934 1.7792 1.5254 0.22 -0.18 -0.08 0.103
H 3.1952 0.0374 0.9527 0.06 -0.19 -0.12 0.116
H 0.6577 -1.6144 -0.9096 -0.12 0.17 0.07 0.165

# 7
13
Properties=species:S:1:pos:R:3:forces:R:3:lowdin_charge:R:1 method="wB97M-V/def2-TZVPD" smiles="N=C=C(N)[C@@H]1CO1" lumo_ev=0.9 total_charge=0
N 2.4405 -0.2197 0.4787 0.48 0.07 1.01 0.166
C 1.3397 -0.1233 -0.0172 -0.65 0.75 -1.12 -0.119
C 0.1916 0.2324 -0.5867 1.09 -0.61 0.30 -0.316
N 0.0993 0.8111 -1.8821 -0.05 0.02 -0.27 0.065
C -1.0367 -0.2662 0.0183 0.16 -1.37 1.76 -0.154
C -1.2275 -0.2437 1.4768 -0.52 0.64 0.08 -0.192
O -0.7453 -1.4606 0.9901 -0.51 0.90 -1.64 -0.059
H 2.9915 -1.0698 0.4268 -0.14 -0.12 -0.44 0.075
H -0.3890 1.6990 -1.8625 0.18 0.02 0.00 0.082
H 1.0045 0.9269 -2.3195 -0.13 0.06 0.04 0.082
H -1.8819 -0.3606 -0.6590 0.05 -0.32 0.23 0.142
H -0.5364 0.3407 2.0845 0.00 -0.03 -0.06 0.118
H -2.2503 -0.2663 1.8519 0.04 0.00 0.12 0.109

# 8
13
Properties=species:S:1:pos:R:3:forces:R:3:lowdin_charge:R:1 method="wB97M-V/def2-TZVPD" smiles="c1cn[nH]c1.C=O" lumo_ev=0.7 total_charge=0
C -0.1231 0.9605 -0.0842 -0.08 0.04 -0.03 -0.080
C -0.5080 -0.3950 0.0188 -0.04 -0.13 0.01 -0.186
N -1.7839 -0.5788 -0.2741 0.10 0.12 -0.01 0.021
N -2.2278 0.6456 -0.5706 -0.23 0.16 -0.11 -0.053
C -1.2731 1.6002 -0.4767 -0.06 -0.04 -0.01 -0.114
H 0.8471 1.3971 0.0906 -0.17 -0.12 -0.05 0.082
H 0.0746 -1.2629 0.2747 -0.13 0.18 -0.03 0.057
H -3.1850 0.7497 -0.8551 0.02 0.09 0.01 0.144
H -1.4786 2.6349 -0.7067 0.00 -0.11 0.06 0.109
C 2.4161 -1.4438 0.6523 0.18 0.28 -0.15 -0.136
O 2.4939 -0.3489 0.1585 0.16 -0.54 0.30 -0.008
H 3.1495 -2.2357 0.4269 0.05 0.00 0.00 0.085
H 1.5983 -1.7228 1.3456 0.20 0.07 0.00 0.078

# 9
13
Properties=species:S:1:pos:R:3:forces:R:3:lowdin_charge:R:1 method="wB97M-V/def2-TZVPD" lumo_ev=-0.3 total_charge=0
H -1.6373 2.0198 1.8605 -0.03 -0.07 -0.02 0.063
N -1.7155 1.0868 1.4485 0.41 0.07 -0.11 0.184
C -0.6255 0.7655 0.8809 -0.28 0.08 0.15 -0.298
C 0.6691 1.4339 0.6984 0.11 -0.02 -0.06 -0.038
C 1.4417 0.6077 -0.0283 -0.06 0.12 0.09 -0.085
N 0.7850 -0.5751 -0.3616 -0.05 -0.12 0.00 0.089
C -0.4944 -0.5916 0.1822 -0.25 -0.36 -0.06 -0.413
O -1.2997 -1.4851 0.1128 0.40 0.40 0.07 0.071
H 0.9497 2.4067 1.0781 -0.04 -0.14 -0.07 0.103
H 2.4626 0.7587 -0.3592 -0.16 -0.01 0.05 0.124
H 1.1814 -1.3461 -0.8740 -0.06 0.10 0.08 0.141
H -1.0466 -2.2207 -2.3140 0.03 -0.07 -0.03 0.027
H -0.6706 -2.8606 -2.3244 0.00 0.01 -0.10 0.033

# 10
13
Properties=species:S:1:pos:R:3:forces:R:3:lowdin_charge:R:1 method="wB97M-V/def2-TZVPD" smiles=Cc1cc(O)n[nH]1 lumo_ev=0.9 total_charge=0
C 1.3023 1.3814 -0.6829 0.16 0.06 -0.06 -0.030
C 0.3674 0.3418 -0.1783 0.04 0.09 0.06 -0.323
C 0.4073 -1.0407 -0.1917 -0.12 0.07 -0.03 0.045
C -0.8027 -1.3961 0.4484 -0.23 0.59 0.00 -0.431
O -1.5019 -2.5305 0.6364 -0.23 0.14 0.16 0.049
N -1.4827 -0.3457 0.8605 0.06 0.19 -0.19 0.057
N -0.7845 0.7071 0.4223 0.50 0.34 0.18 0.007
H 1.8137 1.8741 0.1512 0.00 -0.02 -0.17 0.083
H 0.7487 2.1383 -1.2496 0.17 -0.09 0.07 0.083
H 2.0523 0.9383 -1.3392 -0.05 0.07 0.08 0.081
H 1.1900 -1.6542 -0.6173 -0.29 0.03 0.06 0.109
H -2.2987 -2.0202 0.9336 -0.07 -1.63 0.04 0.115
H -1.0112 1.6064 0.8065 0.05 0.15 -0.20 0.156

# 11
13
Properties=species:S:1:pos:R:3:forces:R:3:lowdin_charge:R:1 method="wB97M-V/def2-TZVPD" lumo_ev=0.6 total_charge=0
C 2.0289 0.5140 0.0321 0.12 0.19 -0.07 -0.034
C 0.5496 0.2203 -0.0671 0.06 -0.52 0.07 -0.464
C 0.8323 -1.1018 -0.3468 -1.55 -0.28 0.02 0.164
N -1.5774 -1.1840 -0.0349 0.16 0.31 -0.02 0.146
C -1.6544 0.0921 -0.0112 0.29 -0.06 -0.01 -0.552
O -2.8167 0.7738 -0.0241 0.11 0.03 0.02 0.073
N -0.5317 0.9236 0.0386 0.29 -0.13 -0.05 0.125
H 2.3259 0.8607 1.0286 -0.06 -0.13 -0.32 0.105
H 2.4441 1.1024 -0.7847 -0.24 0.21 0.10 0.101
H 2.4527 -0.5035 -0.2133 0.52 0.32 0.39 0.079
H 1.0202 -1.8088 0.4630 -0.01 0.13 -0.07 0.072
H -2.4969 -1.6280 -0.0774 0.34 0.09 -0.07 0.076
H -2.5835 1.7151 -0.0014 -0.03 -0.16 0.00 0.108

# 12
13
Properties=species:S:1:pos:R:3:forces:R:3:lowdin_charge:R:1 method="wB97M-V/def2-TZVPD" lumo_ev=0.7 total_charge=0
C -0.6909 -1.1347 0.2285 -3.04 -0.33 0.48 -0.086
C -2.0922 -1.1163 0.2591 1.62 0.29 -0.84 -0.233
C -1.0264 1.1067 -0.1539 -1.65 -1.09 -0.37 -0.231
C 1.3443 0.3058 -0.1343 -0.99 -4.21 -0.68 0.020
N -1.0657 2.3068 -0.3209 -0.73 1.02 -0.12 0.181
N -0.1552 0.1603 0.0026 1.82 -1.07 -0.23 -0.098
O -2.6982 0.0068 -0.1210 3.30 1.45 0.82 -0.075
H 0.0183 -1.9336 0.2458 -0.12 -0.36 0.40 0.083
H -2.8309 -1.8877 0.5119 0.92 -0.26 -0.18 0.112
H 1.7044 0.9130 -0.8970 -0.17 1.30 -1.55 0.062
H 1.8842 0.5289 0.7199 0.25 0.94 2.25 0.055
H 1.7814 -0.7678 -0.3513 -1.23 1.95 0.06 0.126
H -1.9849 2.6751 -0.5200 0.05 0.36 -0.04 0.085

So what do the calculations give for gap between HOMO and LUMO? Going down the list: 0.353; 0.332; 0.335; 0.338; 0.305; 0.320; 0.319; 0.367; 0.325; 0.352; 0.357; 0.303 Ha.
So what do the calculations give for HOMO? Going down the list: -8.680; -8.139; -8.545; -8.251; -7.380; -7.991; -7.742; -9.288; -9.095; -8.689; -9.137; -7.490 eV.